a | This record from OMol25 describes a 2-piece molecular cluster, C3H8N2OS overall. The level of theory is ωB97M-V/def2-TZVPD.

LUMO (alpha / beta) ... 0.5 / 0.5 eV
Frontier orbital gap (alpha / beta) ... 8.69 / 8.69 eV
HOMO energy (alpha / beta) ... -8.2 / -8.2 eV

```
! wB97M-V def2-TZVPD RIJCOSX def2/J DEFGRID3
* xyz 0 1
H 1.79652 1.44388 0.43850
C -1.46807 -0.16582 0.89247
H 3.05461 -0.85764 0.36350
H 1.81123 -1.58140 -0.49025
H -1.98373 0.25175 -1.20113
O -0.18032 1.88791 2.30961
H -1.62821 1.62714 -0.18544
N 0.13929 0.53238 -0.78267
C 0.92425 0.73288 0.28994
N 2.08783 -1.12704 0.39721
S 0.04642 0.46288 1.83501
H 0.42230 1.11922 -1.56038
H -1.41626 -1.16982 0.84164
H -2.34681 -0.01286 1.50523
C -1.25641 0.55115 -0.40829
*
```

Löwdin atomic charge list, values in e, 4 entries:
1 H 0.130
2 C -0.260
3 H -0.060
4 H -0.027



b | This record from OMol25 describes C3H8N2OS as an isolated structure. The level of theory is ωB97M-V/def2-TZVPD.

LUMO ... -2.9 eV
Frontier orbital gap ... 6.63 eV
HOMO energy ... -9.5 eV

```
! wB97M-V def2-TZVPD RIJCOSX def2/J DEFGRID3
* xyz 0 1
H 1.37548 -0.89566 0.99655
N -0.62387 -1.09436 0.58373
H 1.02472 1.52111 -0.72035
H 2.26295 0.43643 -0.65593
S 3.93569 -0.40453 -0.16126
N -1.62306 0.92002 -0.51102
H -1.65720 0.84801 0.65505
C 1.14075 0.45427 -0.61492
O -2.88320 -0.85701 0.48540
H 0.48806 0.51525 1.38767
H -0.74944 -2.02206 0.20350
H -2.43996 1.27142 -1.01341
C -1.80966 -0.32473 0.25868
H 1.02313 -0.09732 -1.52630
C 0.53561 -0.27084 0.63261
*
```

Löwdin atomic charge list, values in e, 4 entries:
1 H 0.081
2 N 0.046
3 H 0.077
4 H -0.154



c | This record from OMol25 describes a 2-piece molecular cluster, C3H8N2OS overall. The level of theory is ωB97M-V/def2-TZVPD.

LUMO ... -3.5 eV
Frontier orbital gap ... 5.34 eV
HOMO energy ... -8.8 eV

```
! wB97M-V def2-TZVPD RIJCOSX def2/J DEFGRID3
* xyz 0 1
H 0.54328 -1.12632 -0.58596
O -1.67211 1.38787 -0.02185
H 0.37110 -0.51095 1.81732
H -0.05096 1.62820 -1.34557
N 0.58202 0.82798 -1.39745
C 0.07224 0.28872 1.15527
H -2.87617 -0.70399 0.40390
S 2.94636 -0.22101 0.30098
H 2.59888 -1.46701 0.64997
H -1.90897 -1.38787 -0.70141
H 1.58406 0.92638 -1.43191
N -1.91977 -0.96299 0.20844
C -1.11745 0.26175 0.16435
H 0.66133 1.17430 1.29860
C 0.18616 -0.11507 -0.51466
*
```

Löwdin atomic charge list, values in e, 4 entries:
1 H 0.106
2 O -0.025
3 H 0.087
4 H 0.111



d | This record from OMol25 describes a single C3H8N2OS molecule. The level of theory is ωB97M-V/def2-TZVPD.

LUMO ... 0.6 eV
Structure (SMILES) ... NC(=O)NCCS
Frontier orbital gap ... 9.89 eV
HOMO energy ... -9.3 eV

```
! wB97M-V def2-TZVPD RIJCOSX def2/J DEFGRID3
* xyz 0 1
N 2.36238 -0.87376 0.69975
C -1.66999 0.21399 -0.05420
H 1.68836 -0.71644 1.46212
S -2.68689 1.14276 0.97206
C -0.02895 0.53399 0.02897
H -1.91190 0.37400 -1.12000
N 0.75959 -0.20585 -0.89466
H 0.22785 1.61354 -0.00366
H 0.38326 -0.69068 -1.79850
O 2.62648 -1.37260 -1.40428
H 0.08896 0.26968 1.06715
H -1.71631 -0.74544 0.37517
C 2.00380 -0.70533 -0.60231
H -3.64880 1.49950 0.05006
H 3.18402 -1.60625 0.77854
*
```

Löwdin atomic charge list, values in e, 4 entries:
1 N 0.118
2 C -0.609
3 H 0.085
4 S 0.709



Stability, lowest: b



a | This record from OMol25 describes a 2-piece molecular cluster, H3NOS2 overall. The level of theory is ωB97M-V/def2-TZVPD.

LUMO ... -0.1 eV
Frontier orbital gap ... 8.84 eV
HOMO energy ... -8.9 eV

```
! wB97M-V def2-TZVPD RIJCOSX def2/J DEFGRID3
* xyz 0 1
H 2.42504 0.28662 -0.29686
S -2.03514 -0.45526 0.13151
H -1.26987 -1.52567 -0.29417
N 0.27729 0.76007 -0.10533
O -0.94435 0.49062 -0.63061
H 0.13012 0.92453 1.38661
S 1.41691 -0.48091 -0.19114
*
```

Löwdin atomic charge list, values in e, 4 entries:
1 H -0.186
2 S 0.777
3 H -0.111
4 N -0.591



b | This record from OMol25 describes a single H3NOS2 molecule. The level of theory is ωB97M-V/def2-TZVPD.

LUMO ... 0.6 eV
Structure (SMILES) ... SNOS
Frontier orbital gap ... 9.64 eV
HOMO energy ... -9.1 eV

```
! wB97M-V def2-TZVPD RIJCOSX def2/J DEFGRID3
* xyz 0 1
S 1.56786 -1.14237 0.33262
S -1.45997 1.38228 -0.39812
H -0.53062 -1.56908 -0.78126
H -0.86524 2.45619 0.03973
H 1.47134 -0.60640 1.59375
O -0.18045 0.35632 -0.82794
N -0.00292 -0.87694 0.04121
*
```

Löwdin atomic charge list, values in e, 4 entries:
1 S 0.725
2 S 0.748
3 H 0.177
4 H -0.192



c | This record from OMol25 describes a 2-piece molecular cluster, H3NOS2 overall. The level of theory is ωB97M-V/def2-TZVPD.

LUMO (alpha / beta) ... -1.1 / -2.5 eV
Frontier orbital gap (alpha / beta) ... 8.25 / 7.15 eV
HOMO energy (alpha / beta) ... -9.4 / -9.6 eV

```
! wB97M-V def2-TZVPD RIJCOSX def2/J DEFGRID3
* xyz 0 1
S 0.29618 0.28887 0.45140
H -1.37232 -0.42172 -0.80721
H -0.49126 -1.69207 -0.72679
H 1.78417 1.14400 -1.34806
S -0.57649 1.94873 1.19611
O 1.16670 -0.33849 1.41372
N -0.80698 -0.92933 -0.17916
*
```

Löwdin atomic charge list, values in e, 4 entries:
1 S 0.291
2 H 0.012
3 H 0.041
4 H 0.107



Stability, lowest: a



a | This record from OMol25 describes a single CH2O2S2 molecule. The level of theory is ωB97M-V/def2-TZVPD.

LUMO (alpha / beta) ... -0.9 / -0.9 eV
Frontier orbital gap (alpha / beta) ... 6.65 / 6.65 eV
HOMO energy (alpha / beta) ... -7.6 / -7.6 eV

```
! wB97M-V def2-TZVPD RIJCOSX def2/J DEFGRID3
* xyz 0 1
O -0.38437 -3.01375 -1.04631
H -0.36177 -0.86614 -0.91798
C 0.00407 0.07753 0.56836
H 0.03174 0.94674 1.19790
O -0.05049 0.03449 -0.74808
S -0.61499 -3.27599 0.39346
S -0.27275 -1.29870 1.54370
*
```

Löwdin atomic charge list, values in e, 4 entries:
1 O -0.774
2 H 0.063
3 C -0.526
4 H 0.067



b | This record from OMol25 describes a single CH2O2S2 molecule. The level of theory is ωB97M-V/def2-TZVPD.

LUMO ... -0.4 eV
Structure (SMILES) ... OOC(=S)S
Frontier orbital gap ... 9.28 eV
HOMO energy ... -9.7 eV

```
! wB97M-V def2-TZVPD RIJCOSX def2/J DEFGRID3
* xyz 0 1
O 1.74572 0.96498 0.14886
H 2.02271 0.15822 -0.23465
H -2.40536 -0.85785 -0.55719
C -0.28447 -0.11452 0.09879
S -2.00838 0.24965 0.09487
S 0.53538 -1.53521 0.21112
O 0.39441 1.13473 0.23819
*
```

Löwdin atomic charge list, values in e, 4 entries:
1 O -0.058
2 H 0.000
3 H -0.107
4 C -1.149



Stability, lowest: b



a | This record from OMol25 describes a single C6H7F molecule. The level of theory is ωB97M-V/def2-TZVPD.

LUMO ... 1.0 eV
Structure (SMILES) ... CC#C/C(F)=C/C
Frontier orbital gap ... 10.26 eV
HOMO energy ... -9.3 eV

```
! wB97M-V def2-TZVPD RIJCOSX def2/J DEFGRID3
* xyz 0 1
C 1.67965 0.16943 -0.42424
C -3.49175 -0.59720 -0.10252
H -4.00426 -1.53783 0.28674
C -2.05115 -0.81598 -0.07510
H 3.33753 -1.20697 -0.63631
H -3.80779 0.26691 0.43406
C -0.88062 -0.66075 0.02989
H 1.58778 1.04297 -1.08923
F 1.11940 -1.80997 0.68134
C 0.76554 -0.63762 0.08709
H -3.81509 -0.40352 -1.15332
H 3.55382 0.03716 0.73820
H 3.64559 0.50592 -1.09970
C 3.23800 -0.13838 -0.24848
*
```

Löwdin atomic charge list, values in e, 4 entries:
1 C -0.093
2 C -0.114
3 H 0.099
4 C -0.135



b | This record from OMol25 describes a single C6H7F molecule. The level of theory is ωB97M-V/def2-TZVPD.

LUMO ... 0.6 eV
Structure (SMILES) ... F[C@@H]1C2=CCC[C@H]21
Frontier orbital gap ... 9.13 eV
HOMO energy ... -8.5 eV

```
! wB97M-V def2-TZVPD RIJCOSX def2/J DEFGRID3
* xyz 0 1
F 1.23151 -0.35239 2.79091
C -1.15117 0.17402 -0.22534
C -0.31972 0.46583 0.95585
H -1.71903 -0.72318 -0.39005
H -1.87295 0.97204 -0.33576
H -0.60519 1.20501 1.68514
C -0.22623 0.31124 -1.43519
H -0.54628 -0.26449 -2.32120
C 1.04872 0.12198 0.41374
H 0.62063 -1.75948 1.45530
H -0.05572 1.35357 -1.76732
H 1.80727 -0.58726 -1.50270
C 0.74342 -0.73078 1.54236
C 1.04472 -0.18611 -0.86574
*
```

Löwdin atomic charge list, values in e, 4 entries:
1 F -0.021
2 C -0.191
3 C -0.087
4 H 0.111



Stability, lowest: b